Record 1
This record from the OMol25 dataset describes 3 unconnected molecules or ions with the total composition C21H48F3O6PS. The level of theory is wB97M-V/def2-TZVPD.

The HOMO-LUMO gap is 9.0106 eV. As for the LUMO energy: -0.1 eV. As for the structure (SMILES): CCCCCCCCCCCC[PH3]S(=O)(=O)C(F)(F)F.COCCOC.COCCOC.

```
80
C21H48F3O6PS | the OMol25 dataset | wB97M-V/def2-TZVPD
S -3.7786 -3.8523 0.0496
P -1.8035 -4.5544 -0.5728
F -3.0656 -3.1723 2.6655
F -2.5765 -1.4713 0.9379
F -4.8203 -1.8119 1.7275
O -4.4870 -3.1892 -1.1575
O -1.6087 2.3946 3.2794
O -2.4536 3.7611 0.8048
O -1.6087 7.0446 -1.0706
O -4.5985 -4.9885 0.7327
O -2.4536 8.4111 -3.5452
C -1.4233 4.7018 1.0883
C -0.0084 -4.9951 -1.0538
C 3.9841 -3.5881 2.0865
C -2.3074 6.4054 -2.1434
C -2.4185 7.9933 -0.3834
C 3.4529 -6.9220 1.5768
C 0.3502 -1.7815 -1.6539
C -1.4233 9.3518 -3.2617
C 4.8900 -2.7240 1.0293
C 0.0246 -2.8742 -2.8316
C 4.0614 -1.6467 0.1143
C -1.9868 7.0592 -3.4932
C 0.4882 -4.4120 -2.5034
C 4.9376 -4.8441 2.6440
C -2.3074 1.7554 2.2066
C 4.8309 -6.0387 1.4839
C -2.4185 3.3433 3.9666
C -1.9868 2.4092 0.8568
C 2.4657 -1.9694 -0.0739
C -3.5580 -2.5185 1.3965
C 1.9239 -1.3415 -1.5258
H -3.0321 8.5892 -1.0642
H 5.6811 -2.1142 1.6834
H -3.0321 3.9392 3.2858
H -0.8137 9.5032 -4.1573
H -0.7816 4.3822 1.9137
H 4.4927 -5.3239 3.6219
H 3.0358 -4.1010 1.6317
H -3.3869 1.7482 2.3969
H -1.1168 -2.8357 -3.1512
H 3.2050 -7.2884 0.4682
H 0.0288 -6.1848 -1.1458
H 1.7853 -1.5017 0.7883
H 0.6303 -2.5449 -3.8060
H -2.5138 6.5102 -4.2793
H -0.9138 2.3600 0.6357
H -2.2136 -4.2798 -1.9261
H 1.9406 -0.1535 -1.4111
H -1.7603 8.6679 0.1695
H -2.5138 1.8602 0.0707
H -1.9666 0.7153 2.1789
H -1.8915 10.3011 -2.9891
H -3.3869 6.3982 -1.9531
H -0.9138 7.0100 -3.7143
H 2.2639 -3.1417 -0.1691
H -1.2669 -3.6038 0.3718
H -3.0665 2.8221 4.6777
H -1.8915 5.6511 1.3609
H 2.5513 -6.2165 1.9143
H 3.6669 -2.9289 3.0288
H -0.0339 -2.0797 -0.5817
H -0.7816 9.0322 -2.4363
H 5.5518 -3.4283 0.3382
H -1.9666 5.3653 -2.1711
H 4.8148 -5.4781 0.4335
H 4.1582 -0.5230 0.4682
H -0.2506 -0.7904 -1.9397
H 1.6696 -4.4373 -2.5144
H 6.0659 -4.4937 2.8141
H 2.6024 -1.6393 -2.4313
H 0.7148 -4.7367 -0.1498
H 0.1496 -5.1534 -3.3699
H -0.8137 4.8532 0.1927
H 4.5465 -1.6841 -0.9753
H -1.7603 4.0179 4.5195
H -2.0852 -5.8997 -0.0530
H -3.0665 7.4721 0.3277
H 3.5255 -7.8728 2.2630
H 5.8236 -6.6988 1.4573
```

***

Record 2
This record from the OMol25 dataset describes 3 unconnected molecules or ions with the total composition C21H48FNO12P3. The level of theory is wB97M-V/def2-TZVPD.

The HOMO-LUMO gap (alpha / beta) is 8.3583 / 9.2329 eV. Its spin multiplicity is 2. As for the LUMO energy (alpha / beta): -0.6 / -0.6 eV.

```
86
C21H48FNO12P3 | the OMol25 dataset | wB97M-V/def2-TZVPD
P -9.6297 -4.6883 2.9829
P -3.9987 -0.9355 -1.5669
P 7.8870 2.1829 -1.6775
F 3.8339 4.2404 -1.2250
O -3.6224 -1.9680 -2.5359
O -2.7269 0.0014 -1.3165
O -8.2325 -5.0977 2.7143
O -10.7757 -5.8100 2.7135
O -9.8293 -4.9606 4.5604
O -4.9951 0.1781 -2.1681
O -9.9399 -3.9169 1.5606
O 0.7077 3.3844 -0.5996
O 8.7589 3.1310 -2.3809
O -5.0287 -1.4291 -0.4818
O 8.1510 2.1466 -0.1005
O 8.1653 0.7024 -2.2119
N 1.1089 2.1734 -0.4167
C -10.9661 -2.9101 1.4892
C 3.2392 1.9815 -1.7842
C -2.6609 0.7907 -0.1130
C 1.1276 2.8120 1.9234
C 1.5415 0.0719 -1.7357
C -4.5565 1.0161 -3.2312
C 7.3015 -0.3646 -1.7888
C 9.4759 2.5717 1.8338
C -5.3784 -2.8296 -0.4593
C 6.1382 2.5906 -1.9395
C 1.7442 1.6009 -1.6303
C -8.6762 -5.2941 5.3433
C -11.0049 -6.3327 1.4100
C 7.6476 -0.9307 -0.4140
C 9.1658 3.0301 0.4203
C 1.9320 2.1049 0.8129
C 2.1902 0.6710 1.3098
C 3.2676 2.8658 0.6711
C 0.9894 2.1954 -2.8452
C 5.3533 2.5548 -0.6168
C 3.8658 2.9286 -0.7527
H -10.6685 -2.0159 2.0363
H -11.7004 -5.7050 0.8511
H 6.2476 -0.0792 -1.8317
H 9.9679 1.6018 1.8409
H 0.6576 -0.2318 -1.1765
H 8.5502 2.5089 2.4079
H 2.2914 0.6463 2.3898
H -5.4455 1.3573 -3.7569
H 0.1145 2.4167 1.9925
H 1.1883 1.5614 -3.7086
H 8.8118 4.0592 0.4442
H 1.1375 3.8912 1.8186
H 5.7875 3.3087 0.0464
H 5.7412 1.8170 -2.5963
H 3.8246 1.0640 -1.8594
H -10.0747 -6.4405 0.8530
H 1.5144 -0.2539 -2.7689
H 1.3696 0.0073 1.0353
H 3.3489 2.4679 -2.7535
H -4.0308 1.8898 -2.8421
H 6.1121 3.5863 -2.3699
H -4.5030 -3.4498 -0.2875
H -11.4607 -7.3117 1.5431
H -11.0992 -2.6575 0.4406
H -3.5667 1.3858 0.0209
H 7.0187 -0.4870 0.3581
H 1.6175 2.5826 2.8718
H 10.0762 2.9648 -0.1694
H -3.9133 0.4773 -3.9277
H -8.2533 -6.2302 4.9897
H -9.0353 -5.4083 6.3641
H -2.5160 0.1456 0.7535
H -7.9226 -4.5113 5.3126
H -0.0844 2.1710 -2.6675
H 3.1126 3.8924 0.9960
H 3.0870 0.2669 0.8355
H -5.8630 -3.1071 -1.3909
H 2.3790 -0.4335 -1.2485
H -11.9143 -3.2837 1.8855
H 3.9991 2.3770 1.3110
H 7.4281 -1.1511 -2.5306
H 5.4564 1.6023 -0.0957
H 7.4069 -1.9942 -0.4119
H -1.8094 1.4605 -0.2113
H 8.6948 -0.7858 -0.1659
H -6.0741 -2.9542 0.3664
H 1.3273 3.2017 -3.0733
H 10.0955 3.3213 2.3259
```

***

Record 3
This record from the OMol25 dataset describes 3 unconnected molecules or ions with the total composition C21H48N3O10P4. The level of theory is wB97M-V/def2-TZVPD.

The HOMO-LUMO gap (alpha / beta) is 5.3582 / 5.9833 eV. Its spin multiplicity is 3. As for the LUMO energy (alpha / beta): -4.8 / -4.8 eV. The charge is +1.

```
86
C21H48N3O10P4 | the OMol25 dataset | wB97M-V/def2-TZVPD
P -1.2415 0.6309 0.3546
P -2.9733 4.3591 -0.2639
P -1.1874 3.3370 -0.9740
P -3.1628 0.3767 1.3447
O -4.3718 -5.8446 3.9007
O -4.3687 1.4728 0.8232
O -3.1044 0.4149 3.0424
O -3.6554 -1.0372 0.9499
O 3.4599 2.3702 -1.8780
O 2.6159 3.6732 2.5751
O -3.1011 4.1823 1.2604
O -2.8731 6.0449 -0.5644
O 1.5039 3.5585 0.4692
O -4.3004 3.7342 -1.1530
N 4.2103 3.3932 -2.3821
N -0.6426 2.3305 0.4441
N -3.5671 -6.0982 2.8302
C 5.2253 3.7558 -1.3437
C -5.2301 -5.8916 0.3964
C 5.7718 5.1791 -1.6088
C 0.4297 4.7580 2.5767
C 5.9039 1.9596 -3.6047
C 4.6100 3.8775 0.0749
C -5.3507 -7.0894 1.3318
C 5.1707 4.1817 -4.5510
C -3.2834 -3.5809 2.8563
C 1.6137 3.9231 1.8539
C 6.9903 2.4223 -2.6388
C -4.8064 -4.6452 1.1666
C -4.3891 -8.4719 3.1890
C -4.0798 -7.3391 2.1724
C -2.2965 -4.8820 1.0550
C -2.9778 -7.9631 1.2830
C 4.7268 2.9542 -3.7163
C 0.8872 2.2697 0.3044
C 3.6211 2.3077 -4.5956
C 6.3958 2.7516 -1.2743
C -3.5233 -4.8543 2.0007
H 7.1864 3.1388 -0.6236
H 3.2722 1.3505 -4.2001
H 7.7388 1.6321 -2.5283
H 5.3430 4.2654 0.7881
H -2.0582 -3.8775 0.6892
H -4.1265 -3.3458 3.5108
H 6.0553 1.8164 -0.8123
H 5.2376 3.9317 -5.6146
H -0.0710 4.1176 3.3789
H -5.2428 -8.2415 3.8315
H -5.6322 -4.3454 1.8232
H -2.4502 -5.4762 0.1558
H -2.0553 -8.1141 1.8534
H -3.6655 6.4015 -0.0900
H 1.0639 1.9820 -0.8051
H -4.6387 -9.4020 2.6697
H -3.2907 -8.9418 0.9085
H 1.3578 1.4342 0.9234
H -2.3858 -3.6883 3.4755
H -6.2077 -6.9226 1.9961
H -1.5323 0.4159 -1.0512
H -4.6187 2.0711 1.5768
H 2.7586 2.9759 -4.6939
H 3.9939 2.1028 -5.6030
H -0.9481 2.7675 1.3358
H -3.5237 -8.6751 3.8276
H -1.4070 -5.2525 1.5728
H -2.7527 1.2981 3.3134
H 4.2761 2.9165 0.4737
H 4.4524 5.0016 -4.4608
H 4.9531 5.9012 -1.6979
H 6.4065 5.5100 -0.7822
H -4.6657 -3.8191 0.4612
H 0.8518 5.7098 3.0767
H 7.5209 3.2902 -3.0418
H -4.5209 -6.1077 -0.4088
H 5.5348 0.9824 -3.2701
H -0.3560 5.0599 1.7861
H -3.1397 -2.7036 2.2181
H 6.3930 5.2601 -2.4959
H -5.5943 -7.9799 0.7432
H 6.1599 4.5535 -4.2904
H -4.0056 2.8107 -1.3740
H 3.7585 4.5643 0.0749
H 6.3496 1.7930 -4.5908
H -2.7374 -7.3820 0.3972
H -6.1944 -5.7096 -0.0879
H -1.4928 2.4087 -2.0457
```

***

Record 4
This record from the OMol25 dataset describes a molecular structure, C21H49B2ClO17Si2. The level of theory is wB97M-V/def2-TZVPD.

The HOMO-LUMO gap is 10.0520 eV. As for the LUMO energy: 0.3 eV.

```
92
C21H49B2ClO17Si2 | the OMol25 dataset | wB97M-V/def2-TZVPD
Cl -2.4166 -0.2016 4.5575
Si -6.9298 2.0493 -0.6376
Si -4.5093 2.1032 0.9222
O 8.5627 -1.4420 0.3767
O 10.7265 -6.2390 -8.6215
O -7.5062 -0.1639 -2.4039
O -11.6961 3.9657 4.7969
O 9.8351 -4.9824 -6.9734
O 4.1098 -0.4336 2.1426
O -5.2306 2.2639 -0.6164
O 2.1019 0.6009 2.1557
O -8.4666 5.0163 0.0503
O -9.6339 3.3683 4.5950
O 11.5516 -4.2204 -8.0327
O 9.6510 -1.5929 -1.4786
O 3.4061 0.8990 0.4649
O 8.6347 -3.4405 -0.6680
O -7.9008 -0.7688 -0.0928
O -10.6610 3.0373 6.5763
O -7.1608 4.9876 2.1260
C 1.8192 0.0420 3.4462
C -2.6801 1.5523 0.8133
C 2.5881 0.7493 4.5439
C 12.5474 -4.3284 -9.0576
C 8.9776 -2.5872 -3.6047
C -12.8912 4.1250 5.5728
C -7.8290 2.6751 0.9137
C 8.9246 -2.2779 -0.5963
C 3.2856 0.2775 1.6375
C 11.9644 -4.0836 -10.4351
C -2.3717 -0.0884 2.7316
C 4.6793 0.7153 -0.1566
C -12.7752 5.2753 6.5528
C 10.7114 -5.2503 -7.9421
C -2.0774 1.3522 2.2516
C 7.6934 -2.0283 1.3479
C -10.6681 3.4136 5.4380
C 10.0997 -2.3396 -2.6167
C -8.4258 2.8876 5.1871
C -6.7758 -1.5696 0.3218
C 8.8096 -5.9667 -6.8357
B -7.4884 0.1929 -1.0514
B -7.7969 4.2958 1.0664
H 11.4510 -3.1210 -10.4660
H 3.6630 0.6124 4.4264
H -12.0011 5.0865 7.2963
H 8.2303 -5.7108 -5.9516
H -7.4331 2.8701 -1.7646
H 8.1965 -3.2114 -3.1704
H 8.5100 -1.6447 -3.8955
H -2.6071 0.6413 0.1951
H -8.9080 2.4316 0.7648
H 6.7229 -2.2407 0.9000
H -6.1001 -0.9595 0.9473
H -13.6877 4.3342 4.8597
H 5.4529 1.2254 0.4173
H 9.3570 -3.0861 -4.4979
H -2.5889 2.0457 2.9459
H 4.6250 1.1609 -1.1468
H 13.0487 -5.2957 -8.9975
H 0.7494 0.1780 3.6075
H 2.0125 -1.0321 3.4452
H -1.6064 -0.7964 2.3838
H -12.5031 6.1945 6.0310
H -8.0549 3.6110 5.9133
H 9.2331 -6.9610 -6.7025
H 2.3954 1.8231 4.5128
H -13.1428 3.1899 6.0756
H -5.2663 1.2674 1.8651
H 8.1252 -2.9355 1.7679
H -8.5722 1.9174 5.6590
H -1.0016 1.5841 2.2776
H 12.7507 -4.0912 -11.1905
H -7.1817 -2.4226 0.8798
H -6.2367 -1.9286 -0.5740
H -3.3506 -0.4379 2.3731
H -9.1383 4.4073 -0.2500
H -7.7951 5.0048 2.8440
H 11.2322 -4.8471 -10.6971
H 10.5681 -3.2717 -2.2968
H 13.2912 -3.5635 -8.8369
H -2.0936 2.3751 0.3656
H -7.6889 2.7839 4.3929
H 8.1529 -5.9463 -7.7053
H -13.7197 5.4298 7.0751
H -4.4676 3.4622 1.5121
H 10.8725 -1.7347 -3.0895
H -7.5470 2.1586 1.8486
H 4.9184 -0.3422 -0.2601
H -7.5118 -1.1154 -2.5262
H 2.2995 0.3646 5.5223
H 7.5573 -1.3037 2.1468
```

***

Record 5
This record from the OMol25 dataset describes 3 unconnected molecules or ions with the total composition C21H49FN2O11P3. The level of theory is wB97M-V/def2-TZVPD.

The HOMO-LUMO gap (alpha / beta) is 8.9507 / 8.1059 eV. Its spin multiplicity is 2. As for the LUMO energy (alpha / beta): 0.4 / -0.4 eV.

```
87
C21H49FN2O11P3 | the OMol25 dataset | wB97M-V/def2-TZVPD
P -2.6773 1.1780 -2.7180
P -2.8353 0.6075 3.8333
P 2.9752 -3.2737 -0.4934
F -1.6213 0.7465 -5.0634
O -3.3853 1.9251 3.4370
O -2.0734 1.2297 -1.2298
O -0.5738 3.5069 -1.4891
O -2.9688 -0.9978 3.8224
O 3.7490 -2.0399 -0.7713
O -2.2629 0.7950 5.3444
O -3.9580 2.1579 -2.8966
O 2.1089 -2.9650 0.8469
O -1.4213 0.5997 3.0064
O 4.1453 -4.2330 0.1353
O 2.1063 -4.5068 -1.0533
N -3.1480 -0.2618 -2.9851
N 0.1473 3.5174 -2.5464
C -1.3567 2.9971 -4.5331
C -0.4337 2.4754 1.8591
C -0.0703 -2.2731 -0.0191
C -4.0820 -0.0064 6.7657
C 5.4968 -4.1260 -0.3196
C 2.2260 2.4561 -3.5186
C -1.5756 5.0961 -3.2059
C 0.3539 4.8480 -4.6949
C -0.9880 -1.9992 4.9096
C -1.2876 1.2316 1.7332
C -1.3437 1.5604 -3.9729
C 1.4019 -5.9720 0.7994
C 1.1444 -1.9107 0.8158
C 1.2846 1.7063 -1.3808
C -1.8611 -1.8932 3.6803
C 0.0575 1.1546 -3.4811
C 2.1209 -5.8389 -0.5235
C -0.5502 4.0574 -3.7344
C 0.8903 2.2607 -2.7818
C 6.3574 -3.4984 0.7554
C -3.1711 1.1481 6.3894
H -0.3943 -1.0976 5.0557
H 1.2675 -7.0282 1.0375
H 2.1114 2.7030 -4.5720
H -1.1061 5.8575 -2.5886
H 0.9295 4.2206 -5.3700
H -2.2627 1.4670 1.3102
H -0.3008 -2.8396 4.7982
H 0.2013 -2.3979 -1.0711
H 5.9547 -2.5331 1.0610
H -4.1332 -0.2995 -3.2074
H 3.1304 -6.2382 -0.4725
H -4.6991 0.2585 7.6247
H 0.6007 0.8598 -4.3820
H -0.8278 -1.4910 0.0481
H -4.7427 -0.2695 5.9354
H -2.3065 -2.8728 3.4930
H 0.9586 5.5753 -4.1544
H 0.4063 1.2431 -0.9372
H -0.0241 0.2436 -2.8873
H 1.9875 0.8902 -1.5552
H 2.8404 3.1659 -2.9666
H 7.3805 -3.3574 0.4033
H -0.3166 5.4299 -5.3293
H -0.5046 -3.2156 0.3148
H 0.5745 2.2101 2.1830
H 2.7269 1.4887 -3.4858
H -0.3662 3.0024 0.9053
H 1.6076 -0.9910 0.4468
H 0.8465 -1.7330 1.8498
H -0.8059 0.5163 1.0637
H 6.3775 -4.1331 1.6426
H 0.4243 -5.4920 0.7615
H -1.9756 5.5864 -4.0964
H -1.2826 -1.6575 2.7918
H -3.6771 3.0593 -3.1114
H -3.4982 -0.8941 7.0083
H 1.7105 2.4875 -0.7575
H 1.5991 -6.4423 -1.2688
H -2.5611 1.4327 7.2464
H -3.7549 2.0246 6.0969
H -0.8430 3.1529 2.6087
H -2.4291 4.6285 -2.7204
H -1.5912 -2.1523 5.8042
H 1.9694 -5.5151 1.6091
H -2.2459 2.1115 -0.8624
H -2.3711 3.3530 -4.7182
H -0.9074 2.9160 -5.5260
H 5.5556 -3.5551 -1.2457
H 5.8472 -5.1385 -0.5353
```

***

Number 1: strongest force on any atom 7.99 eV Å⁻¹. Number 2: strongest force on any atom 6.49 eV Å⁻¹. Number 3: strongest force on any atom 6.93 eV Å⁻¹. Number 4: strongest force on any atom 2.19 eV Å⁻¹. Number 5: strongest force on any atom 6.27 eV Å⁻¹.